# C26H70BFNO18P5

5 unconnected molecules or ions with the total composition C26H70BFNO18P5 at a distorted geometry (the ωB97M-V functional and the def2-TZVPD basis, the Open Molecules 2025 dataset).

Each atom is followed by the atoms it is bonded to, with distances in Å.
Element x y z (Å)
1 C 3.30 -7.20 -1.43  C2 1.534, H9 1.090, H10 1.087, H11 1.090
2 C 2.42 -6.22 -0.63  C1 1.534, O3 1.441, H12 1.091, H13 1.090
3 O 1.35 -5.81 -1.50  C2 1.441, B4 1.363
4 B 0.13 -5.75 -0.89  O3 1.363, O5 1.379, P6 1.949
5 O -0.33 -4.53 -0.42  B4 1.379, H14 0.969
6 P -1.05 -7.28 -0.65  B4 1.949, N7 1.815, F8 1.705, H15 1.403, H16 1.395
7 N -2.36 -6.35 -1.48  P6 1.815, H17 1.016, H18 1.018
8 F 0.17 -8.21 0.11  P6 1.705
9 H 3.06 -7.05 -2.48  C1 1.090
10 H 3.11 -8.24 -1.18  C1 1.087
11 H 4.36 -6.94 -1.33  C1 1.090
12 H 3.07 -5.39 -0.36  C2 1.091
13 H 2.08 -6.66 0.31  C2 1.090
14 H -0.60 -4.02 -1.20  O5 0.969
15 H -1.15 -8.29 -1.63  P6 1.403
16 H -1.84 -7.44 0.48  P6 1.395
17 H -3.15 -6.97 -1.62  N7 1.016
18 H -2.01 -6.11 -2.40  N7 1.018
19 O -0.59 -1.07 -2.66  P20 1.481
20 P 0.66 -1.18 -3.44  O19 1.481, O21 1.629, O24 1.630, O27 1.607
21 O 1.83 -0.59 -2.47  P20 1.629, C22 1.435
22 C 2.21 -1.38 -1.34  O21 1.435, C23 1.514, H30 1.094, H31 1.089
23 C 2.88 -2.68 -1.73  C22 1.514, H32 1.092, H33 1.090, H34 1.091
24 O 0.44 0.03 -4.52  P20 1.630, C25 1.427
25 C -0.78 0.76 -4.59  O24 1.427, C26 1.513, H35 1.088, H36 1.091
26 C -0.77 1.94 -3.63  C25 1.513, H37 1.090, H38 1.091, H39 1.092
27 O 1.61 -2.02 -4.44  P20 1.607, C28 1.442
28 C 2.34 -1.45 -5.55  O27 1.442, C29 1.511, H40 1.088, H41 1.091
29 C 3.30 -0.34 -5.20  C28 1.511, H42 1.086, H43 1.091, H44 1.091
30 H 1.33 -1.58 -0.72  C22 1.094
31 H 2.90 -0.77 -0.75  C22 1.089
32 H 2.19 -3.34 -2.25  C23 1.092
33 H 3.24 -3.21 -0.84  C23 1.090
34 H 3.73 -2.50 -2.40  C23 1.091
35 H -1.63 0.11 -4.41  C25 1.088
36 H -0.87 1.12 -5.62  C25 1.091
37 H -0.41 1.67 -2.64  C26 1.090
38 H -1.77 2.36 -3.55  C26 1.091
39 H -0.10 2.72 -4.00  C26 1.092
40 H 1.63 -1.14 -6.32  C28 1.088
41 H 2.90 -2.28 -5.96  C28 1.091
42 H 2.81 0.52 -4.75  C29 1.086
43 H 3.79 0.00 -6.11  C29 1.091
44 H 4.05 -0.68 -4.50  C29 1.091
45 O 8.02 -5.09 -1.95  P46 1.478
46 P 8.70 -4.11 -2.82  O45 1.478, O47 1.633, O50 1.630, O53 1.608
47 O 7.86 -2.72 -2.62  P46 1.633, C48 1.433
48 C 8.00 -2.02 -1.38  O47 1.433, C49 1.518, H56 1.094, H57 1.089
49 C 9.39 -1.44 -1.18  C48 1.518, H58 1.092, H59 1.090, H60 1.090
50 O 8.20 -4.63 -4.29  P46 1.630, C51 1.427
51 C 7.44 -5.83 -4.45  O50 1.427, C52 1.513, H61 1.088, H62 1.092
52 C 5.96 -5.55 -4.31  C51 1.513, H63 1.090, H64 1.091, H65 1.092
53 O 10.05 -3.47 -3.41  P46 1.608, C54 1.441
54 C 10.24 -3.08 -4.79  O53 1.441, C55 1.511, H66 1.088, H67 1.091
55 C 9.25 -2.08 -5.33  C54 1.511, H68 1.086, H69 1.091, H70 1.091
56 H 7.74 -2.69 -0.56  C48 1.094
57 H 7.27 -1.22 -1.40  C48 1.089
58 H 10.14 -2.23 -1.08  C49 1.092
59 H 9.42 -0.84 -0.27  C49 1.090
60 H 9.68 -0.82 -2.02  C49 1.090
61 H 7.77 -6.60 -3.76  C51 1.088
62 H 7.65 -6.20 -5.45  C51 1.092
63 H 5.72 -4.94 -3.44  C52 1.090
64 H 5.40 -6.49 -4.23  C52 1.091
65 H 5.59 -5.01 -5.18  C52 1.092
66 H 10.27 -3.97 -5.41  C54 1.088
67 H 11.23 -2.64 -4.82  C54 1.091
68 H 8.22 -2.43 -5.31  C55 1.086
69 H 9.50 -1.86 -6.37  C55 1.091
70 H 9.28 -1.15 -4.76  C55 1.091
71 O -3.48 4.42 1.33  P72 1.486
72 P -4.17 3.10 1.38  O71 1.486, O73 1.637, O76 1.642, O79 1.620
73 O -3.89 2.47 -0.10  P72 1.637, C74 1.434
74 C -2.59 1.95 -0.38  O73 1.434, C75 1.517, H82 1.094, H83 1.087
75 C -2.27 0.70 0.42  C74 1.517, H84 1.094, H85 1.091, H86 1.089
76 O -5.71 3.68 1.27  P72 1.642, C77 1.425
77 C -6.01 5.07 1.36  O76 1.425, C78 1.515, H87 1.089, H88 1.092
78 C -5.94 5.74 0.00  C77 1.515, H89 1.089, H90 1.091, H91 1.092
79 O -4.72 1.72 2.02  P72 1.620, C80 1.440
80 C -6.06 1.21 1.87  O79 1.440, C81 1.511, H92 1.088, H93 1.091
81 C -6.52 1.00 0.45  C80 1.511, H94 1.086, H95 1.092, H96 1.091
82 H -1.83 2.72 -0.20  C74 1.094
83 H -2.56 1.71 -1.44  C74 1.087
84 H -2.21 0.92 1.49  C75 1.094
85 H -1.32 0.28 0.11  C75 1.091
86 H -3.05 -0.05 0.29  C75 1.089
87 H -5.37 5.56 2.09  C77 1.089
88 H -7.03 5.14 1.74  C77 1.092
89 H -5.03 5.47 -0.54  C78 1.089
90 H -5.97 6.83 0.11  C78 1.091
91 H -6.78 5.43 -0.62  C78 1.092
92 H -6.75 1.84 2.42  C80 1.088
93 H -6.05 0.25 2.38  C80 1.091
94 H -6.53 1.91 -0.14  C81 1.086
95 H -7.54 0.60 0.46  C81 1.092
96 H -5.88 0.29 -0.07  C81 1.091
97 O -5.44 4.34 8.85  P98 1.478
98 P -5.75 5.05 7.59  O97 1.478, O99 1.631, O102 1.630, O105 1.609
99 O -4.30 5.35 6.91  P98 1.631, C100 1.432
100 C -3.57 4.25 6.35  O99 1.432, C101 1.517, H108 1.094, H109 1.089
101 C -4.25 3.66 5.13  C100 1.517, H110 1.092, H111 1.092, H112 1.091
102 O -6.19 6.51 8.17  P98 1.630, C103 1.427
103 C -6.31 6.76 9.57  O102 1.427, C104 1.515, H113 1.088, H114 1.092
104 C -5.00 7.19 10.18  C103 1.515, H115 1.089, H116 1.091, H117 1.092
105 O -6.65 5.21 6.27  P98 1.609, C106 1.441
106 C -7.09 6.47 5.72  O105 1.441, C107 1.511, H118 1.088, H119 1.091
107 C -5.99 7.46 5.38  C106 1.511, H120 1.086, H121 1.091, H122 1.091
108 H -3.43 3.48 7.11  C100 1.094
109 H -2.59 4.64 6.08  C100 1.089
110 H -5.21 3.20 5.38  C101 1.092
111 H -3.62 2.89 4.67  C101 1.092
112 H -4.45 4.44 4.39  C101 1.091
113 H -6.73 5.90 10.09  C103 1.088
114 H -7.05 7.56 9.68  C103 1.092
115 H -4.17 6.56 9.87  C104 1.089
116 H -5.06 7.19 11.27  C104 1.091
117 H -4.75 8.21 9.86  C104 1.092
118 H -7.82 6.92 6.39  C106 1.088
119 H -7.62 6.22 4.81  C106 1.091
120 H -5.39 7.75 6.24  C107 1.086
121 H -6.44 8.36 4.97  C107 1.091
122 H -5.31 7.04 4.64  C107 1.091

Calculated values
HOMO: -9.50 eV
SMILES: CCOB(O)[PH2](N)F.CCOP(=O)(OCC)OCC.CCOP(=O)(OCC)OCC.CCOP(=O)(OCC)OCC.CCOP(=O)(OCC)OCC

Atomic partial charges in e from the Löwdin method, atoms 1 to 99: number 1, C, carries -0.05; number 2, C, carries -0.23; number 3, O, carries 0.02; number 4, B, carries -0.69; number 5, O, carries 0.12; number 6, P, carries 0.83; number 7, N, carries -0.25; number 8, F, carries -0.41; number 9, H, carries 0.08; number 10, H, carries 0.07; number 11, H, carries 0.07; number 12, H, carries 0.10; number 13, H, carries 0.11; number 14, H, carries 0.10; number 15, H, carries 0.03; number 16, H, carries 0.04; number 17, H, carries 0.01; number 18, H, carries 0.01; number 19, O, carries -0.22; number 20, P, carries 0.53; number 21, O, carries -0.20; number 22, C, carries -0.26; number 23, C, carries -0.07; number 24, O, carries -0.23; number 25, C, carries -0.27; number 26, C, carries -0.07; number 27, O, carries -0.21; number 28, C, carries -0.25; number 29, C, carries -0.07; number 30, H, carries 0.11; number 31, H, carries 0.12; number 32, H, carries 0.06; number 33, H, carries 0.07; number 34, H, carries 0.08; number 35, H, carries 0.11; number 36, H, carries 0.12; number 37, H, carries 0.07; number 38, H, carries 0.08; number 39, H, carries 0.08; number 40, H, carries 0.11; number 41, H, carries 0.12; number 42, H, carries 0.07; number 43, H, carries 0.08; number 44, H, carries 0.08; number 45, O, carries -0.21; number 46, P, carries 0.53; number 47, O, carries -0.21; number 48, C, carries -0.28; number 49, C, carries -0.08; number 50, O, carries -0.23; number 51, C, carries -0.27; number 52, C, carries -0.07; number 53, O, carries -0.21; number 54, C, carries -0.25; number 55, C, carries -0.08; number 56, H, carries 0.11; number 57, H, carries 0.12; number 58, H, carries 0.07; number 59, H, carries 0.08; number 60, H, carries 0.08; number 61, H, carries 0.11; number 62, H, carries 0.12; number 63, H, carries 0.07; number 64, H, carries 0.07; number 65, H, carries 0.07; number 66, H, carries 0.11; number 67, H, carries 0.12; number 68, H, carries 0.07; number 69, H, carries 0.08; number 70, H, carries 0.08; number 71, O, carries -0.21; number 72, P, carries 0.57; number 73, O, carries -0.21; number 74, C, carries -0.27; number 75, C, carries -0.07; number 76, O, carries -0.25; number 77, C, carries -0.28; number 78, C, carries -0.07; number 79, O, carries -0.23; number 80, C, carries -0.25; number 81, C, carries -0.07; number 82, H, carries 0.12; number 83, H, carries 0.10; number 84, H, carries 0.07; number 85, H, carries 0.07; number 86, H, carries 0.08; number 87, H, carries 0.09; number 88, H, carries 0.12; number 89, H, carries 0.07; number 90, H, carries 0.08; number 91, H, carries 0.08; number 92, H, carries 0.11; number 93, H, carries 0.12; number 94, H, carries 0.07; number 95, H, carries 0.08; number 96, H, carries 0.08; number 97, O, carries -0.21; number 98, P, carries 0.53; number 99, O, carries -0.20